A structure of composition C46H47CdN3P2SSi in a non-equilibrium geometry. Source: OMol25; level of theory: ωB97M-V with the def2-TZVPD basis set.

```
101
Properties=species:S:1:pos:R:3:mulliken_charge:R:1
Cd 0.147 0.446 0.023 1.512
C -0.057 -1.731 -3.173 -1.250
Si -0.931 -1.121 -1.634 0.537
C -1.421 -2.664 -0.666 0.096
C -2.727 -2.635 -0.181 0.062
C -3.328 -3.724 0.466 -0.851
C -2.525 -4.887 0.613 -0.701
C -1.192 -4.879 0.248 -0.223
C -0.607 -3.775 -0.382 0.517
P 1.291 -3.795 -0.758 -0.154
C 1.935 -5.476 -0.442 0.219
C 2.664 -5.945 0.665 -0.023
C 3.221 -7.220 0.689 -0.663
C 3.043 -8.058 -0.362 -0.417
C 2.342 -7.622 -1.498 -0.584
C 1.806 -6.350 -1.546 -0.656
C 2.043 -2.903 0.676 0.393
C 3.276 -2.293 0.461 -0.652
C 4.031 -1.750 1.503 -0.523
C 3.558 -1.688 2.807 -0.580
C 2.305 -2.328 3.032 -0.657
C 1.582 -2.892 2.007 -0.131
C -2.320 0.046 -2.326 0.438
C -3.231 -0.660 -3.103 0.112
C -4.336 -0.107 -3.716 -0.999
C -4.531 1.246 -3.545 -0.624
C -3.575 2.048 -2.894 -0.544
C -2.492 1.458 -2.191 -0.191
P -1.439 2.469 -1.056 0.811
C -1.320 4.086 -1.946 0.271
C -2.325 5.036 -1.945 -0.346
C -2.430 6.005 -2.954 -0.670
C -1.416 6.058 -3.948 -0.398
C -0.396 5.165 -3.937 -0.805
C -0.364 4.190 -2.938 -0.356
C -2.604 2.724 0.383 0.408
C -3.798 1.980 0.555 -0.338
C -4.661 2.230 1.636 -0.509
C -4.336 3.182 2.629 -0.866
C -3.171 3.940 2.449 -0.464
C -2.306 3.724 1.373 -0.395
H 0.301 -1.008 -3.869 0.422
H -0.740 -2.422 -3.692 0.380
H 0.833 -2.266 -2.920 0.403
H -3.328 -1.695 -0.432 0.106
H -4.387 -3.666 0.780 0.423
H -2.948 -5.796 1.054 0.389
H -0.516 -5.740 0.458 0.344
H 2.891 -5.338 1.540 0.249
H 3.648 -7.457 1.652 0.390
H 3.432 -9.111 -0.320 0.322
H 2.196 -8.314 -2.331 0.385
H 1.432 -5.994 -2.472 0.402
H 3.729 -2.261 -0.529 0.548
H 4.986 -1.230 1.205 0.364
H 4.082 -1.129 3.548 0.490
H 1.974 -2.407 4.060 0.510
H 0.612 -3.334 2.269 0.359
H -3.040 -1.737 -3.355 0.165
H -5.112 -0.702 -4.232 0.386
H -5.362 1.793 -3.975 0.449
H -3.552 3.128 -2.859 0.423
H -3.157 4.907 -1.281 0.498
H -3.308 6.640 -3.057 0.419
H -1.529 6.877 -4.654 0.379
H 0.280 5.052 -4.808 0.336
H 0.450 3.478 -3.014 0.310
H -4.046 1.305 -0.231 0.306
H -5.641 1.670 1.728 0.343
H -4.982 3.398 3.447 0.476
H -2.828 4.701 3.170 0.381
H -1.411 4.355 1.350 0.332
S 0.997 1.234 2.194 -0.531
C -0.078 0.901 3.445 0.616
N -1.405 1.057 3.264 0.394
C -2.329 0.903 4.256 -0.105
C -1.955 0.627 5.542 -0.927
C -0.560 0.457 5.756 -0.325
C 0.360 0.650 4.757 -0.901
H -1.681 1.166 2.275 -0.477
H -3.362 0.955 3.942 0.521
H -2.649 0.388 6.305 0.449
H -0.259 0.189 6.783 0.386
H 1.388 0.662 4.973 0.561
N 4.984 3.300 -0.812 -0.106
C 3.983 3.855 0.173 -0.926
C 2.618 3.123 0.091 -0.399
N 2.695 1.671 0.124 -0.214
C 3.627 1.139 -0.915 -0.352
C 5.077 1.745 -0.858 -0.827
H 5.884 3.735 -0.640 0.334
H 4.747 3.622 -1.714 0.390
H 3.886 4.963 -0.089 0.413
H 4.405 3.754 1.175 0.400
H 2.064 3.337 -0.840 0.222
H 2.097 3.573 0.976 0.278
H 2.947 1.276 1.004 0.476
H 3.189 1.419 -1.897 0.425
H 3.714 0.086 -0.824 -0.101
H 5.616 1.589 -1.760 0.467
H 5.637 1.396 0.008 0.365
```

net charge	+2
energy	-3482.954002	a.u.

A structure of composition C15H30ClN5O8PS2W in a non-equilibrium geometry. Source: OMol25; level of theory: ωB97M-V with the def2-TZVPD basis set.

```
63
Properties=species:S:1:pos:R:3:mulliken_charge:R:1
W 0.544 0.014 -0.054 0.667
C 1.960 -1.480 2.376 -0.809
C 0.504 -1.236 2.740 -0.834
N 0.072 0.042 2.148 -0.336
C 0.589 1.233 2.868 -0.461
C 1.032 2.278 1.862 -0.728
N 1.784 1.597 0.787 -0.270
C 3.144 1.152 1.196 -0.654
C 3.421 -0.291 0.772 -0.787
N 2.209 -1.112 0.962 -0.204
H 2.231 -2.521 2.553 0.437
H 2.615 -0.871 3.002 0.353
H 0.381 -1.240 3.828 0.523
H -0.128 -2.013 2.316 0.362
H -0.953 0.108 2.142 -0.010
H 1.420 0.917 3.501 0.292
H -0.183 1.648 3.514 0.506
H 1.631 3.065 2.329 0.487
H 0.160 2.732 1.395 0.140
H 1.844 2.188 -0.056 0.647
H 3.217 1.248 2.281 0.338
H 3.894 1.816 0.764 0.543
H 4.270 -0.691 1.335 0.519
H 3.669 -0.331 -0.286 0.153
H 2.252 -1.928 0.350 0.380
C -3.472 5.241 1.561 -1.107
C -3.998 4.297 0.507 -0.321
O -2.891 3.608 -0.110 -0.375
P -2.739 2.031 0.048 0.911
S -0.979 1.731 -0.936 -0.532
S -2.969 1.446 1.908 -0.416
O -3.948 1.558 -0.880 -0.306
C -4.503 0.229 -0.868 0.046
C -5.953 0.329 -1.275 -1.441
H -4.281 5.864 1.947 0.397
H -2.706 5.892 1.138 0.285
H -3.039 4.679 2.388 0.228
H -4.513 4.828 -0.294 0.328
H -4.690 3.573 0.941 0.338
H -4.391 -0.191 0.131 0.310
H -3.931 -0.382 -1.566 0.187
H -6.551 0.796 -0.492 0.321
H -6.353 -0.667 -1.468 0.392
H -6.052 0.921 -2.186 0.317
O -0.421 -3.085 0.182 -0.605
Cl -1.365 -2.221 -0.468 1.732
O -2.403 -2.946 -1.096 -0.689
O -1.872 -1.234 0.477 -0.471
O -0.639 -1.392 -1.477 -0.670
C 2.779 -2.502 -4.215 -1.005
N 2.459 -1.197 -3.651 0.127
C 2.458 -0.070 -4.429 -0.019
C 2.244 1.148 -3.920 -1.148
C 1.982 1.272 -2.497 0.698
O 1.980 2.354 -1.918 -0.694
N 1.727 0.088 -1.799 0.404
C 2.131 -1.134 -2.308 0.477
O 2.202 -2.141 -1.614 -0.715
H 3.325 -2.354 -5.144 0.348
H 1.872 -3.074 -4.410 0.310
H 3.392 -3.058 -3.513 0.313
H 2.673 -0.235 -5.476 0.334
H 2.283 2.040 -4.524 0.457
```

spin multiplicity	2
ΔE to the lowest compared entry with this formula, charge and spin	272.8	kJ/mol